1.
The following is a DFT calculation (wB97M-V/def2-TZVPD) of a cluster of 2 separate species, C4H14N2 in total at a distorted geometry.

Atoms and positions in Å:
C 1.5379 0.3831 1.2879
N 2.6663 -0.4309 1.7307
C 3.9581 -0.4159 1.1433
H 1.3070 0.1295 0.2492
H 1.7199 1.4665 1.3894
H 0.6431 0.1380 1.8611
H 2.8239 -0.4278 2.7420
H 3.9760 -0.3381 0.0413
H 4.7081 0.2533 1.6001
H 4.4377 -1.3763 1.3539
C -2.7931 0.8482 -2.3971
N -3.0138 -0.3898 -1.5984
C -2.4340 -0.2280 -0.2383
H -1.7848 1.1797 -2.1119
H -3.4853 1.6785 -2.2432
H -2.7074 0.6475 -3.4666
H -4.0259 -0.3779 -1.4977
H -2.8038 -0.9213 0.5239
H -1.3642 -0.4124 -0.4624
H -2.5853 0.8009 0.1470

* net charge: +1
* multiplicity: 2
* energy relative to the best compared isomer or geometry (same formula, charge and spin): 111.71 kJ/mol

***

2.
The following is a DFT calculation (wB97M-V/def2-TZVPD) of a structure of composition C7H5BrFN at a distorted geometry.

Atoms and positions in Å:
C -1.7894 -1.9109 0.2906
C 2.5599 -0.0444 -1.1319
C -0.9297 1.5301 1.3056
C 1.2828 0.1989 -0.8008
C -0.8913 -0.8959 -0.0818
C 0.4194 -0.8756 -0.3768
C -1.5434 0.8852 0.3726
N -2.5717 -2.6862 0.6266
F 0.9805 -2.1219 -0.5955
Br -3.1773 1.2760 -0.3044
H 3.2118 0.8041 -1.4028
H 2.9039 -1.0756 -0.9185
H -1.2363 2.5734 1.4092
H -0.2156 1.1060 2.0124
H 0.9965 1.2368 -0.4045

* net charge: 0
* multiplicity: 1
* energy relative to the best compared isomer or geometry (same formula, charge and spin): 234.14 kJ/mol

***

3.
The following is a DFT calculation (wB97M-V/def2-TZVPD) of the molecule C4H4N2S at a distorted geometry.

Atoms and positions in Å:
N 1.2093 0.1622 1.6654
C 0.3133 0.0239 0.6225
C -0.3259 0.9883 -0.1443
C -0.8815 0.2832 -1.2612
S -1.6200 0.7920 -2.6163
C -0.6661 -1.1938 -0.8559
N -0.0168 -1.3225 0.2247
H 1.6812 0.9574 2.0485
H 1.5369 -0.7371 2.0176
H -0.1585 2.0522 -0.1984
H -1.0719 -2.0058 -1.5026

* net charge: 0
* multiplicity: 1
* energy relative to the best compared isomer or geometry (same formula, charge and spin): 122.82 kJ/mol

***

4.
The following is a DFT calculation (wB97M-V/def2-TZVPD) of a cluster of 10 separate species, C30H51Br8O16 in total at a distorted geometry.

Atoms and positions in Å:
C -6.8679 25.7095 24.0770
C -7.3298 24.3266 24.4687
O -8.2478 23.7346 23.6422
H -6.1870 26.1169 24.8243
H -7.7082 26.4036 24.0582
H -6.3807 25.6542 23.1035
H -7.7599 24.4933 25.4563
H -6.4022 23.7589 24.5421
Br -4.5174 23.8473 27.8536
C -3.1916 25.3269 27.8377
C -3.7363 26.4151 26.9695
Br -2.6420 28.0838 27.0699
H -2.2432 24.8455 27.5994
H -3.1808 25.7258 28.8521
H -4.7025 26.6330 27.4244
H -3.8320 26.0867 25.9345
Br -1.9387 25.3294 22.3673
C -1.7103 23.4267 22.8508
C -2.6585 23.0667 23.9767
Br -2.8477 21.1499 24.3239
H -0.6595 23.3250 23.1221
H -1.9005 22.8801 21.9272
H -3.6360 23.4866 23.7394
H -2.3529 23.5360 24.9118
Br -7.9596 27.4952 27.0937
C -7.8963 25.9102 28.3280
C -9.2697 25.6629 28.9410
Br -9.2711 23.9180 29.7696
H -7.2270 26.0892 29.1695
H -7.4973 25.0191 27.8434
H -10.0550 25.7176 28.1871
H -9.6149 26.3637 29.7011
Br -11.8320 27.2171 25.3895
C -11.1554 25.5662 24.4480
C -11.9756 25.4330 23.1552
Br -13.7807 24.8571 23.6822
H -11.3544 24.7314 25.1199
H -10.0746 25.6350 24.3248
H -11.5301 24.6433 22.5501
H -12.0977 26.3511 22.5805
C -9.1777 30.4140 25.7046
C -8.9991 30.0839 24.2090
C -8.9974 28.5895 23.8741
O -10.0205 28.4806 22.8982
C -10.6164 29.6200 22.7158
O -11.5042 29.8192 21.8800
O -10.1134 30.5402 23.4907
H -9.2223 31.4990 25.7989
H -8.3175 30.0998 26.2957
H -10.0386 29.9347 26.1708
H -8.1315 30.5727 23.7658
H -9.1542 28.0273 24.7947
H -8.0124 28.4091 23.4436
C -7.3690 27.6311 20.5682
C -7.8034 26.1551 20.6910
C -9.1923 26.0040 21.1616
O -9.7440 25.0762 20.2765
C -8.9553 24.8312 19.2403
O -9.0447 24.0726 18.3055
O -7.8285 25.5373 19.4196
H -6.3873 27.7593 20.1123
H -7.3162 27.9647 21.6046
H -8.1063 28.2101 20.0121
H -7.1261 25.5642 21.3076
H -9.7639 26.9300 21.0993
H -9.2918 25.6035 22.1705
C -6.5258 20.3553 24.8084
C -6.1518 20.8407 26.1869
C -7.2822 20.5304 27.1892
O -6.4264 20.2623 28.3485
C -5.1959 19.9623 27.9623
O -4.2956 19.6552 28.7239
O -5.1108 20.0465 26.6114
H -6.7827 19.2961 24.8254
H -5.7427 20.6342 24.1033
H -7.4837 20.8256 24.5864
H -5.9101 21.9018 26.1254
H -7.9241 19.7151 26.8557
H -7.8994 21.4287 27.2076
C -1.6452 29.3460 22.3152
C -3.0768 29.7587 22.4122
C -4.0139 28.9194 21.5478
O -4.9972 28.5148 22.4945
C -4.7304 28.9742 23.6950
O -5.4772 28.8846 24.6571
O -3.5265 29.5622 23.7141
H -1.1951 29.6802 21.3805
H -1.4533 28.2838 22.4665
H -1.1802 29.9491 23.0951
H -3.2044 30.8305 22.2605
H -3.5368 28.0414 21.1124
H -4.3652 29.6624 20.8318
C -5.4903 20.6949 19.6974
C -5.9065 22.1502 20.0023
C -5.3101 22.7108 21.3046
O -4.7059 23.9045 20.9215
C -4.7019 24.0418 19.5606
O -4.1502 24.9514 18.9010
O -5.2698 22.9790 19.0626
H -4.4315 20.5835 19.9312
H -5.6025 20.3189 18.6805
H -6.0387 20.1172 20.4415
H -6.9558 22.4455 20.0040
H -4.5555 22.0000 21.6414
H -6.0715 22.7629 22.0829

* net charge: 0
* multiplicity: 2

***

5.
The following is a DFT calculation (wB97M-V/def2-TZVPD) of a structure of composition C3H4GaO3 at a distorted geometry.

Atoms and positions in Å:
O 1.5178 1.1008 0.0396
C 1.7361 -0.2552 0.0847
C 0.4722 -1.0528 0.0773
O -0.6213 -0.4398 0.3438
Ga -0.2075 1.4412 0.1391
H 2.2975 -0.5761 0.9916
H 2.3363 -0.6329 -0.7717
H 0.4278 -2.1306 -0.1281
C -2.5350 -0.1829 -0.2929
O -2.3357 1.0915 -0.3945
H -3.0882 1.6369 -0.0888

* net charge: +2
* multiplicity: 2
* energy relative to the best compared isomer or geometry (same formula, charge and spin): 435.83 kJ/mol

***

6.
The following is a DFT calculation (wB97M-V/def2-TZVPD) of a structure of composition C25H44ClInO18P.

Atoms and positions in Å:
C 5.7240 -2.0373 -1.3551
C 5.7267 -2.4142 -2.8365
O 4.4872 -2.6322 -3.4253
In 2.6831 -2.0887 -2.5088
C 1.1046 -2.7447 -3.9125
C 0.0591 -3.7107 -3.3427
C -0.5033 -3.2491 -1.9944
C -1.8509 -3.8648 -1.6143
C -2.4051 -3.2400 -0.3298
C -2.7983 -1.7540 -0.4380
C -3.3665 -1.2989 -1.7810
O -3.5653 0.1074 -1.7721
C -2.4173 0.8579 -2.1354
P 2.4028 0.4875 -2.4657
O 3.7735 1.1509 -1.7984
Cl 1.0512 0.5961 -0.8262
H 6.7557 -1.9942 -0.9851
H 5.2818 -1.0497 -1.1954
H 5.1779 -2.7710 -0.7563
H 6.3492 -3.3207 -2.9567
H 6.2561 -1.5985 -3.3718
H 2.5671 -2.7646 -0.8786
H 1.6046 -3.1980 -4.7772
H 0.5884 -1.8506 -4.2910
H -0.7799 -3.8320 -4.0480
H 0.5062 -4.7065 -3.2270
H -0.5795 -2.1528 -1.9991
H 0.2178 -3.4950 -1.2068
H -2.5637 -3.7693 -2.4432
H -1.7141 -4.9407 -1.4479
H -3.2507 -3.8240 0.0513
H -1.6123 -3.3194 0.4242
H -1.9428 -1.1167 -0.1905
H -3.5686 -1.5309 0.3105
H -2.7191 -1.5739 -2.6205
H -4.3493 -1.7495 -1.9612
H -2.6267 1.4318 -3.0452
H -2.1541 1.5495 -1.3289
H -1.5355 0.2383 -2.3168
H 4.0510 0.7182 -0.9780
C -4.5779 2.7594 0.0287
C -6.0295 2.3261 0.0612
O -6.2565 2.1386 1.4666
C -5.3493 2.8701 2.1465
O -5.3798 3.0446 3.3264
O -4.4179 3.3718 1.3210
H -4.3456 3.4818 -0.7480
H -3.9032 1.9075 -0.0470
H -6.7097 3.1020 -0.2948
H -6.2133 1.3952 -0.4669
C 2.8427 2.7852 3.3642
C 2.0691 2.8455 2.0589
O 3.0207 2.3189 1.1314
C 3.8913 1.5447 1.7906
O 4.6795 0.8151 1.2767
O 3.7470 1.6987 3.1325
H 2.2258 2.5603 4.2303
H 3.4264 3.6901 3.5472
H 1.1909 2.2045 2.0559
H 1.7881 3.8484 1.7497
C -0.3263 -2.0322 3.9698
C -0.3446 -0.8937 4.9758
O -0.2223 0.2555 4.1323
C -0.6439 -0.0770 2.8845
O -0.7791 0.6954 1.9948
O -0.8543 -1.4061 2.7988
H -0.9581 -2.8731 4.2418
H 0.6841 -2.3814 3.7520
H -1.2910 -0.8306 5.5156
H 0.4825 -0.9117 5.6800
C -6.6002 3.4941 6.3629
C -7.6158 4.6200 6.4030
O -7.6794 4.9284 7.8006
C -6.5292 4.5136 8.3842
O -6.2119 4.7680 9.5004
O -5.8006 3.7760 7.5212
H -5.9877 3.4922 5.4681
H -7.0657 2.5158 6.4943
H -7.2718 5.5050 5.8653
H -8.6043 4.3373 6.0522
C 7.0651 -1.2599 -6.3599
C 7.2332 0.2362 -6.1733
O 8.6377 0.3536 -5.9099
C 9.2644 -0.7262 -6.4271
O 10.4445 -0.8400 -6.5244
O 8.3670 -1.6513 -6.8251
H 6.3158 -1.5319 -7.0970
H 6.8523 -1.7673 -5.4189
H 7.0071 0.7990 -7.0811
H 6.6686 0.6388 -5.3371

* net charge: -1
* multiplicity: 1

***

7.
The following is a DFT calculation (wB97M-V/def2-TZVPD) of the ion C29H37N2O with charge +1 at a distorted geometry.

Atoms and positions in Å:
C 5.7032 2.1557 2.2073
C 4.3631 2.0683 1.5500
C 3.2532 2.6944 2.1010
C 1.9937 2.6606 1.5006
C 0.9012 3.3860 2.2525
C 1.8104 1.9432 0.2861
C 0.4791 1.9314 -0.5134
C 0.0944 3.3393 -1.0042
C -0.6916 1.2344 0.2111
C -0.5797 -0.2805 0.3954
N -1.0355 -1.1194 -0.6944
N -1.1550 -0.6213 -2.1149
C -0.9156 -1.7093 -2.9961
O -0.1877 -2.6155 -2.5686
C -1.4616 -1.7356 -4.3931
C -1.3925 -2.9481 -5.1169
C -1.9587 -3.0729 -6.3938
C -2.5842 -1.9726 -7.0122
C -2.5902 -0.7623 -6.3218
C -2.0344 -0.6350 -5.0570
C -1.0895 -0.8550 1.7324
C -0.4213 -1.9812 2.2490
C 0.8981 -2.4639 1.7088
C -0.9560 -2.6812 3.3335
C -2.1229 -2.2514 3.9653
C -2.6984 -3.0269 5.1184
C -2.6890 -1.0475 3.5425
C -2.2067 -0.3406 2.4423
C -2.9326 0.9378 2.1497
C 2.9371 1.3131 -0.2776
C 2.8449 0.5680 -1.5900
C 4.1818 1.3633 0.3583
H 6.4439 1.5854 1.6477
H 6.0495 3.1932 2.2707
H 5.6773 1.7662 3.2303
H 3.3734 3.2520 3.0393
H 0.1627 3.8838 1.6160
H 0.3706 2.7143 2.9509
H 1.3592 4.1715 2.8780
H 0.6480 1.3358 -1.4264
H 0.8642 3.7046 -1.6979
H -0.8561 3.3025 -1.5547
H 0.0075 4.0813 -0.2004
H -0.6992 1.5935 1.2505
H -1.6620 1.4631 -0.2688
H 0.4991 -0.4294 0.4517
H -1.9578 -1.5373 -0.4810
H -0.3550 -1.9100 -0.7313
H -2.0582 -0.1852 -2.2495
H -0.9086 -3.8290 -4.6707
H -1.9171 -4.0283 -6.9288
H -3.0346 -2.0784 -8.0011
H -3.0425 0.1091 -6.8044
H -2.0379 0.3295 -4.5426
H 1.2541 -3.2892 2.3364
H 0.8377 -2.8582 0.6837
H 1.6738 -1.6831 1.7364
H -0.4456 -3.5734 3.6961
H -3.5460 -2.4944 5.5679
H -3.0442 -4.0113 4.7754
H -1.9519 -3.2038 5.9062
H -3.5489 -0.6430 4.0755
H -3.9073 0.9064 2.6547
H -2.4155 1.8186 2.5647
H -3.1425 1.1137 1.0900
H 3.8343 0.1716 -1.8515
H 2.1581 -0.2941 -1.5401
H 2.5310 1.2177 -2.4230
H 5.0294 0.8589 -0.1002

* net charge: +1
* multiplicity: 1
* energy relative to the best compared isomer or geometry (same formula, charge and spin): 37.57 kJ/mol

***

8.
The following is a DFT calculation (wB97M-V/def2-TZVPD) of a cluster of 7 separate species, C14H42O7 in total at a distorted geometry.

Atoms and positions in Å:
C -4.9921 -4.3639 -0.8704
C -4.4941 -3.0718 -0.2355
O -5.6466 -2.3691 0.2650
H -5.6267 -4.1503 -1.7332
H -5.5498 -4.9410 -0.1359
H -4.1858 -4.9845 -1.2749
H -3.9735 -2.4611 -0.9782
H -3.8387 -3.2646 0.6108
H -6.0501 -1.9378 -0.4944
C 0.9631 0.8632 2.0388
C 1.4679 1.7066 3.1850
O 2.8965 1.6569 3.2669
H 1.1458 -0.2115 2.1616
H 1.4484 1.0970 1.0904
H -0.1162 0.9543 1.8958
H 1.0036 1.4550 4.1435
H 1.2632 2.7660 3.0166
H 3.1738 0.8118 3.6344
C 3.4240 -1.2604 0.0716
C 2.8001 -2.5211 0.6215
O 3.2722 -3.6142 -0.1843
H 3.1730 -0.3963 0.6909
H 3.0727 -0.9898 -0.9256
H 4.5071 -1.3713 0.0459
H 1.7080 -2.4892 0.5637
H 3.1720 -2.6766 1.6405
H 2.9190 -4.4406 0.1579
C 3.6831 1.9729 -3.3685
C 4.5047 1.7225 -2.1116
O 5.6947 2.4746 -2.2008
H 4.3092 1.7438 -4.2337
H 3.3975 3.0193 -3.4351
H 2.8572 1.2625 -3.3698
H 4.6465 0.6415 -1.9824
H 3.9086 1.9812 -1.2247
H 6.2709 2.2237 -1.4716
C -3.7810 0.3015 3.1183
C -3.5585 -0.7210 2.0248
O -2.1631 -1.0151 1.8523
H -3.2375 1.2284 2.9164
H -3.3649 -0.0704 4.0605
H -4.8308 0.5544 3.2586
H -3.9485 -0.3542 1.0774
H -4.0229 -1.6811 2.2674
H -1.7890 -1.3819 2.6570
C 0.2597 -0.3678 -2.1399
C -0.6672 -0.7993 -1.0217
O -1.3735 0.3346 -0.5181
H 1.0452 0.3138 -1.8194
H -0.3812 0.0710 -2.9060
H 0.7697 -1.2563 -2.5209
H -0.1029 -1.2559 -0.1970
H -1.3719 -1.5724 -1.3492
H -1.6647 0.0971 0.3773
C 0.5907 3.6331 -1.5529
C -0.6088 3.5400 -0.5873
O -1.7531 3.0730 -1.2770
H 0.4666 4.5149 -2.1809
H 0.5658 2.7332 -2.1687
H 1.5753 3.6889 -1.0836
H -0.8451 4.5296 -0.1895
H -0.3208 2.9208 0.2673
H -1.6965 2.1035 -1.2355

* net charge: 0
* multiplicity: 1
* energy relative to the best compared isomer or geometry (same formula, charge and spin): 160.78 kJ/mol

***

9.
The following is a DFT calculation (wB97M-V/def2-TZVPD) of the ion C6H11N with charge +1 at a distorted geometry.

Atoms and positions in Å:
C 0.8219 -0.9489 -1.7517
C 1.2391 -0.9204 -0.2685
C 0.3724 0.0165 0.4962
C -0.9923 0.0470 0.3999
C -1.3476 0.3755 1.7698
C -1.1469 1.5488 2.4558
N 0.5221 0.3717 -2.3154
H 0.0679 -1.7145 -1.9567
H 1.6835 -1.2365 -2.3394
H 2.2723 -0.6431 -0.1274
H 1.1096 -1.9642 0.0165
H 0.9121 0.8440 0.9348
H -1.6514 -0.6601 -0.0927
H -1.9248 -0.4231 2.2361
H -0.4300 2.2691 2.0967
H -1.5306 1.7397 3.4542
H 0.1279 0.3596 -3.2453
H -0.1052 0.9389 -1.7628

* net charge: +1
* multiplicity: 2
* energy relative to the best compared isomer or geometry (same formula, charge and spin): 260.96 kJ/mol

***

10.
The following is a DFT calculation (wB97M-V/def2-TZVPD) of a structure of composition C20H36AuGeIO2P.

Atoms and positions in Å:
Au -0.9100 2.7873 -0.4060
C 0.3174 1.4480 -3.6500
Ge 1.1027 3.0881 -2.9039
C 1.7477 4.1531 -4.4477
C 2.6800 2.5832 -1.8434
C -0.1465 4.0723 -1.7933
H 1.0511 0.8739 -4.2200
H -0.5170 1.6912 -4.3103
H -0.0558 0.8327 -2.8300
H 2.4795 3.6042 -5.0440
H 2.2108 5.0791 -4.1023
H 0.9088 4.4165 -5.0947
H 3.3629 1.9400 -2.4025
H 2.3389 2.0488 -0.9559
H 3.2279 3.4705 -1.5217
H -0.9361 4.5134 -2.4091
H 0.3888 4.8965 -1.3100
C -0.4097 -3.4777 -0.6395
C -0.7994 -2.0216 -0.3918
C -1.7041 -1.5056 -1.5138
P 0.5618 -0.7531 -0.0935
C 0.5393 -0.7418 1.7686
C 1.2733 0.4736 2.3375
C 0.9476 -2.0358 2.4663
C 2.1273 -1.6674 -0.5440
C 2.2204 -1.6673 -2.0743
C 3.3623 -0.9753 0.0299
H -1.3109 -4.0961 -0.6885
H 0.2241 -3.8815 0.1496
H 0.1185 -3.5999 -1.5861
H -1.3811 -1.9942 0.5360
H -1.1808 -1.5230 -2.4741
H -2.0028 -0.4724 -1.3263
H -2.6034 -2.1223 -1.6103
H -0.5214 -0.5745 1.9599
H 2.3568 0.3625 2.2708
H 1.0160 0.6048 3.3918
H 0.9810 1.3853 1.8126
H 2.0081 -2.2533 2.3197
H 0.3759 -2.8917 2.1056
H 0.7739 -1.9555 3.5432
H 2.1020 -2.6997 -0.1824
H 2.3175 -0.6420 -2.4379
H 1.3333 -2.0909 -2.5456
H 3.0904 -2.2376 -2.4125
H 3.3226 0.1036 -0.1370
H 4.2646 -1.3508 -0.4618
H 3.4688 -1.1471 1.1002
I -5.2613 -3.2263 4.9051
C -4.2200 -1.6555 3.9863
C -3.6779 -0.6484 4.7693
C -2.9865 0.3850 4.1530
C -2.8304 0.4140 2.7738
C -3.3899 -0.6029 2.0080
C -4.0872 -1.6432 2.6064
C -2.0389 1.5502 2.1315
O -1.6766 2.4794 2.8426
O -1.8249 1.3755 0.8842
H -3.7922 -0.6698 5.8448
H -2.5492 1.1901 4.7288
H -3.2695 -0.5657 0.9332
H -4.5184 -2.4327 2.0055

* net charge: -1
* multiplicity: 1
* energy relative to the best compared isomer or geometry (same formula, charge and spin): 6.88 kJ/mol

***

11.
The following is a DFT calculation (wB97M-V/def2-TZVPD) of a cluster of 2 separate species, C6H13N3 in total.

Atoms and positions in Å:
C 1.9848 0.4102 0.5851
C 0.9925 -1.7868 0.3648
N 0.7423 -0.3513 0.4632
C -0.6335 1.0465 1.7128
N -0.1627 -0.1399 1.6546
H 2.6249 0.2146 -0.2775
H 1.7581 1.4717 0.6382
H 1.6175 -2.1219 1.1969
H 1.4951 -2.0117 -0.5785
H 0.0447 -2.3137 0.4204
H 2.5083 0.1276 1.5027
H -0.5918 1.7401 0.3919
H -1.3265 1.1054 2.5603
C -0.1916 0.3858 -1.1346
C -1.3757 -0.4971 -1.2001
C -2.6232 -0.0555 -1.0854
N -0.3878 1.6825 -0.8512
H 0.4034 2.2676 -1.0942
H 0.5972 0.1139 -1.8403
H -1.1831 -1.5526 -1.3494
H -2.8279 0.9991 -0.9584
H -3.4649 -0.7343 -1.1213

* net charge: 0
* multiplicity: 1
* energy relative to the best compared isomer or geometry (same formula, charge and spin): 501.99 kJ/mol

***

no.,E_tot (hartree)
1,-269.936011
2,-2998.211524
3,-662.478852
4,-22969.619698
5,-2266.277990
6,-3325.109051
7,-1311.763308
8,-1085.200451
9,-289.569203
10,-3785.912113
11,-400.501809